This record from the OMol25 dataset describes a structure of composition C32H51BBrIrN10PS3. The level of theory is ωB97M-V with the def2-TZVPD basis set.

ORCA input file:
```
! wB97M-V def2-TZVPD RIJCOSX def2/J DEFGRID3
* xyz 4 2
Ir 0.69312 0.35741 -0.08179
C 0.75112 -6.00700 1.31836
C 0.87786 -4.50866 1.57227
C 1.20306 -4.24563 3.04066
C 1.93953 -3.93711 0.63537
N -0.44400 -3.85344 1.27751
C -1.61057 -4.54963 1.11498
C -2.62068 -3.64762 0.99663
N -2.07988 -2.39626 1.09047
B -2.97880 -1.13920 1.09657
N -2.98490 -0.32088 -0.22498
C -4.11692 0.39386 -0.52367
C -4.00276 0.86653 -1.78822
N -2.79251 0.45229 -2.27671
C -2.19258 -0.28122 -1.30860
S -0.61766 -1.03689 -1.43430
C -2.34563 0.67032 -3.70008
C -3.46006 1.37129 -4.47307
C -1.11177 1.57051 -3.68462
C -2.07807 -0.69070 -4.34616
N -2.70204 -0.27188 2.38123
C -3.14629 -0.71314 3.57354
C -2.97862 0.29396 4.50389
N -2.44073 1.34820 3.87492
C -2.22954 1.00193 2.55160
S -1.43912 1.89274 1.38652
C -2.13568 2.67900 4.54589
C -0.61713 2.84813 4.58147
C -2.68231 2.62732 5.96698
C -2.84539 3.78781 3.77507
C -0.75541 -2.53931 1.25025
S 0.32883 -1.18723 1.47246
H 1.74020 -6.45104 1.41023
H 0.38334 -6.22768 0.31689
H 0.11929 -6.49638 2.05720
H 2.12835 -4.75740 3.30014
H 0.41717 -4.63303 3.68701
H 1.33960 -3.18396 3.24265
H 2.82782 -4.56387 0.70995
H 2.21827 -2.92373 0.91343
H 1.58988 -3.96279 -0.40017
H -1.64841 -5.62104 1.10554
H -3.67671 -3.80043 0.86589
H -4.09227 -1.53723 1.22471
H -4.92923 0.49145 0.17364
H -4.70198 1.43922 -2.36478
H -3.67939 2.36392 -4.08252
H -4.37232 0.77746 -4.50791
H -3.12252 1.49836 -5.50024
H -1.36744 2.56625 -3.32338
H -0.74123 1.67915 -4.70370
H -0.31869 1.14664 -3.06700
H -2.89540 -1.38331 -4.14622
H -1.14438 -1.13738 -4.01063
H -2.01681 -0.56521 -5.42605
H -3.60511 -1.67683 3.70991
H -3.24542 0.29223 5.54452
H -0.14435 2.02390 5.11495
H -0.38775 3.76709 5.11907
H -0.19429 2.93009 3.58283
H -2.14482 1.91981 6.59736
H -3.75123 2.41693 5.99376
H -2.54523 3.61299 6.40834
H -2.44541 3.92863 2.77506
H -2.70686 4.71907 4.32274
H -3.91730 3.60134 3.71650
C 4.33129 -1.84662 -3.10578
N 4.85466 -1.19307 -1.81036
C 5.47874 0.16723 -2.19037
N 4.53237 0.96518 -2.88004
C 4.06140 0.29450 -4.08892
N 3.42407 -0.97790 -3.76203
C 2.14314 -0.82771 -3.08328
P 2.41179 0.04078 -1.48005
C 3.76012 -1.03456 -0.80162
C 3.44967 1.45844 -2.04082
H 3.86827 -2.79329 -2.82471
H 5.21186 -2.03086 -3.72289
H 5.58720 -1.78951 -1.41460
H 6.33228 -0.06528 -2.82899
H 5.82187 0.63490 -1.26672
H 4.91155 0.10733 -4.74625
H 3.35529 0.93500 -4.61478
H 1.69050 -1.80584 -2.90620
H 1.45469 -0.25799 -3.70800
H 3.36351 -2.02152 -0.55809
H 4.18575 -0.59770 0.10490
H 3.85775 1.99675 -1.18124
H 2.83889 2.16448 -2.60917
Br 1.71107 7.07463 -0.00754
C 1.42269 5.23292 -0.06296
C 0.56113 4.66544 -1.00424
C 0.37640 3.30125 -1.01264
N 0.99814 2.47772 -0.14821
C 1.83061 3.02374 0.75922
C 2.06035 4.37778 0.84019
H 0.03464 5.28501 -1.71523
H -0.30524 2.83636 -1.71152
H 2.30414 2.34655 1.46139
H 2.72552 4.76718 1.59734
*
```

## Properties
Electronic energy ... -6035.451972 a.u.
ΔE to the lowest compared entry with this formula, charge and spin ... 9.85 kcal per mole
M ... 985.9 g mol⁻¹
<S²> ... 0.77
Frontier orbital gap (alpha / beta) ... 6.58 / 5.63 eV

Mulliken atomic charge list, values in e, 4 entries: number 1, Ir, carries 0.783; number 2, C, carries -2.124; number 3, C, carries 1.307; number 4, C, carries -1.628

---

This record from the OMol25 dataset describes a structure of composition C32H51MnN4OP2S. The level of theory is ωB97M-V with the def2-TZVPD basis set.

ORCA input file:
```
! wB97M-V def2-TZVPD RIJCOSX def2/J DEFGRID3
* xyz 1 6
C 2.32114 1.12581 -1.02235
C 0.43194 1.62638 -2.38837
C 3.18011 1.68320 -1.95552
C 1.28259 2.33358 -3.26775
C 2.64679 2.33696 -3.06946
H 4.24924 1.61889 -1.77644
H 0.81946 2.81883 -4.12501
H 3.31429 2.82944 -3.77176
N 0.98652 1.07663 -1.23828
P 1.62847 0.87242 1.65438
P -1.88405 0.16138 -1.79558
C 2.83325 0.53444 0.29492
H 2.96669 -0.55546 0.19837
H 3.81503 0.94797 0.55446
C -0.94896 1.40711 -2.63604
H -1.40508 1.99037 -3.43659
C -1.75033 -1.45208 -2.83886
C -3.70546 0.74791 -1.79655
C 2.01559 -0.26298 3.13701
C 2.01443 2.69516 2.05331
C -2.10702 -2.63730 -1.92418
H -3.16226 -2.62683 -1.62160
H -1.92211 -3.57061 -2.47583
H -1.49006 -2.65458 -1.02051
C -2.67257 -1.43918 -4.06447
H -3.73898 -1.46719 -3.81181
H -2.46679 -0.57933 -4.71524
H -2.46642 -2.34554 -4.65469
C -0.31706 -1.59039 -3.36353
H -0.21374 -2.57575 -3.84380
H -0.08866 -0.82125 -4.11330
H 0.42529 -1.53717 -2.56327
C -4.59526 -0.41218 -1.30902
H -4.22041 -0.83287 -0.36349
H -5.60812 -0.01907 -1.12847
H -4.68283 -1.21737 -2.04975
C -3.86969 1.92861 -0.83325
H -3.71181 1.64003 0.21027
H -3.19471 2.75876 -1.07023
H -4.89769 2.31083 -0.92468
C -4.14640 1.25068 -3.17724
H -4.12725 0.48300 -3.95286
H -5.18956 1.59009 -3.08871
H -3.53769 2.09814 -3.51351
C 1.21427 3.11321 3.29758
H 1.33032 4.20041 3.42640
H 0.14224 2.91113 3.16850
H 1.57472 2.63809 4.21922
C 1.56214 3.58229 0.87914
H 2.14437 3.38456 -0.03082
H 0.49207 3.45290 0.66681
H 1.72668 4.63288 1.16889
C 3.51398 2.94921 2.27786
H 3.63238 4.01583 2.52352
H 3.93281 2.37360 3.10956
H 4.10881 2.75051 1.37757
C 2.08204 -1.72877 2.67996
H 2.86400 -1.89868 1.92825
H 2.31769 -2.35865 3.55426
H 1.12565 -2.07258 2.27183
C 0.87140 -0.13691 4.16010
H -0.10220 -0.36621 3.70723
H 1.04967 -0.85596 4.97615
H 0.80677 0.86205 4.60599
C 3.35113 0.10154 3.80047
H 4.17753 0.13201 3.07674
H 3.30224 1.05063 4.35106
H 3.59328 -0.67895 4.53971
Mn -0.26496 0.29883 0.10423
C -1.43519 1.21771 1.36606
O -1.61644 2.44253 1.35955
N 0.38247 -1.56619 0.00480
C 1.05701 -2.45189 -0.40231
C 1.74061 -3.60845 -0.80795
C 1.76184 -4.74700 0.02913
C 2.40412 -3.65415 -2.05882
C 2.44097 -5.89498 -0.37541
H 1.23613 -4.70964 0.98426
C 3.05811 -4.81727 -2.45651
H 2.39388 -2.77037 -2.69737
C 3.08547 -5.93430 -1.61615
H 2.46740 -6.76493 0.28202
H 3.55213 -4.84917 -3.42815
H 3.61140 -6.83786 -1.92842
N -3.88237 0.58331 4.46869
C -3.44292 1.08236 3.31309
N -3.82991 2.29324 2.92089
S -2.37478 0.01721 2.37155
H -4.48418 1.12859 5.07515
H -3.55358 -0.32469 4.77759
H -3.33678 2.78870 2.17267
H -4.59421 2.75479 3.40470
*
```

## Properties
Electronic energy ... -3775.826633 a.u.
M ... 656.7 g mol⁻¹
<S²> ... 8.99
Frontier orbital gap (alpha / beta) ... 2.33 / 5.44 eV

Mulliken atomic charge list, values in e, 4 entries: number 1, C, carries -0.105; number 2, C, carries 0.439; number 3, C, carries -0.714; number 4, C, carries -1.030

---

This record from the OMol25 dataset describes a cluster of 3 separate species, C32H51N4O7SSi in total. The level of theory is ωB97M-V with the def2-TZVPD basis set.

ORCA input file:
```
! wB97M-V def2-TZVPD RIJCOSX def2/J DEFGRID3
* xyz 1 1
C -4.37056 1.31838 -0.14934
Si -4.09458 -0.52364 -0.34226
C -4.33594 -1.28908 1.37527
C -2.34441 -0.93959 -0.94418
C -1.39948 0.27486 -1.09684
C -0.18779 -0.07934 -1.97489
C 1.20449 -0.05791 -1.33145
C 1.51552 -1.00733 -0.17899
C 1.95675 -2.39588 -0.68980
C 3.44900 -2.75558 -0.51851
C 3.84976 -3.91937 0.40108
C 3.51995 -3.75190 1.84990
C 4.49955 -3.12831 2.63483
N 4.39565 -2.97254 3.91778
N 3.29138 -3.45104 4.45460
C 2.27774 -4.02569 3.83671
C 1.12078 -4.50947 4.62743
C 1.04068 -3.96055 6.05047
S 0.52775 -2.23251 6.18137
C 1.96675 -1.35192 5.81328
N 2.97695 -1.10467 6.56397
N 3.83284 -0.32847 5.82544
C 3.27932 -0.16519 4.67973
O 2.09970 -0.78961 4.58689
C 2.38021 -4.19081 2.45643
C -5.39630 -1.33380 -1.43737
C -5.10613 -2.01874 -2.60734
C -6.12100 -2.61148 -3.33320
C -7.42920 -2.54149 -2.90797
C -7.72620 -1.84296 -1.75293
C -6.72137 -1.24589 -1.02335
H -5.41290 1.59044 -0.04138
H -3.92077 1.91518 -0.93126
H -3.87204 1.62198 0.76757
H -4.43275 -0.52223 2.13442
H -3.51337 -1.95589 1.58620
H -5.25345 -1.86403 1.39681
H -1.90840 -1.58353 -0.18231
H -2.35380 -1.52551 -1.85438
H -1.95596 1.07873 -1.55483
H -1.03387 0.55277 -0.11582
H -0.36445 -1.02467 -2.47383
H -0.13024 0.68319 -2.74437
H 1.35744 0.95198 -0.96588
H 1.90307 -0.22484 -2.14378
H 2.30526 -0.55563 0.41116
H 0.67781 -1.15622 0.49363
H 1.33040 -3.16420 -0.25162
H 1.77271 -2.40654 -1.75432
H 4.03405 -1.87522 -0.28683
H 3.78213 -3.05997 -1.50260
H 4.92841 -4.01035 0.36583
H 3.36450 -4.81626 0.03843
H 5.40490 -2.77412 2.18269
H 3.23797 -3.34442 5.46050
H 0.23164 -4.20049 4.08901
H 1.11055 -5.59410 4.61407
H 1.95810 -4.14553 6.59834
H 0.27963 -4.50818 6.58512
H 3.70313 0.41767 3.89191
H 1.59842 -4.69090 1.91878
H -4.09208 -2.09582 -2.95191
H -5.88677 -3.14106 -4.24039
H -8.22657 -3.01034 -3.45380
H -8.74257 -1.77966 -1.40228
H -6.95528 -0.70461 -0.12325
C 5.34222 4.72531 -0.50705
C 3.87324 4.93188 -0.21137
O 3.38022 3.96254 0.73264
C 3.66134 4.21985 2.00545
O 4.25576 5.16996 2.43249
O 3.15437 3.22640 2.74759
C 3.42271 3.34295 4.14698
H 5.52541 3.69927 -0.82874
H 5.66767 5.40384 -1.29437
H 5.94841 4.91014 0.37885
H 3.27884 4.78301 -1.11017
H 3.67614 5.93782 0.15500
H 3.12527 4.31281 4.53625
H 4.48089 3.17322 4.34400
H 2.83592 2.57071 4.63599
C -1.10702 5.87042 -5.13159
C -1.05479 4.91950 -6.30716
O -1.07386 3.54703 -5.87966
C -2.27256 3.06890 -5.56183
O -3.31656 3.66099 -5.61740
O -2.12046 1.80109 -5.16948
C -3.33139 1.17008 -4.75095
H -0.31042 5.64219 -4.42237
H -0.99130 6.89879 -5.47193
H -2.05670 5.78668 -4.60464
H -0.11948 5.03686 -6.85014
H -1.87009 5.10158 -7.00540
H -4.10698 1.25764 -5.50745
H -3.67273 1.60359 -3.81091
H -3.10073 0.11884 -4.59897
*
```

## Properties
Electronic energy ... -2683.078478 a.u.
M ... 663.9 g mol⁻¹
Frontier orbital gap ... 6.27 eV

Mulliken atomic charge list, values in e, 4 entries: number 1, C, carries -1.170; number 2, Si, carries 0.402; number 3, C, carries -1.350; number 4, C, carries -0.510

---

electronic energy of number 3 (C32H51N4O7SSi)? -2683.078478 a.u.

---

What is the M in the third record? 663.9 g mol⁻¹

---

Which of these has the highest electronic energy? C32H51N4O7SSi

---

Which value of electronic energy does entry 1 give? -6035.451972 a.u.